A 7-piece molecular cluster, C38H67BrFN2O21 overall. Source: OMol25; level of theory: the ωB97M-V functional and the def2-TZVPD basis.

Geometry as XYZ:
```
130
Properties=species:S:1:pos:R:3:forces:R:3
C 0.468049 2.349461 -1.110782 0.1 0.3 0.2
C -0.876417 2.828928 -0.546237 0.0 -0.3 0.1
C -1.854215 1.662207 -0.381316 0.0 -0.1 -0.4
C -3.328326 2.047854 -0.295082 0.1 0.2 0.3
C -3.691473 2.458541 1.135155 -0.3 -0.1 -0.1
C -3.996380 1.217338 1.977654 0.4 -0.1 -0.1
C -3.489765 1.292521 3.430792 -0.1 -0.1 -0.2
C -1.994013 1.284385 3.423918 0.2 -0.1 0.3
C -1.222900 2.441889 3.591461 -0.2 -0.2 -0.2
C -1.902325 3.739168 3.969070 0.1 0.1 0.0
C -1.968189 3.771869 5.478289 0.1 0.0 0.0
O -2.393221 2.850916 6.092074 0.1 0.3 0.4
F -1.518728 4.889369 6.060915 -0.3 -0.4 -0.3
C 0.162948 2.341502 3.465023 0.1 -0.1 -0.1
C 1.068011 3.544323 3.614728 0.2 -0.3 0.0
O 0.723463 4.550790 4.139345 -0.1 0.3 0.2
O 2.340722 3.334041 3.172936 -0.1 -0.1 -0.2
C 0.750808 1.119774 3.188747 -0.1 0.1 0.0
C 0.000247 -0.030292 3.070257 0.0 0.1 0.1
C 0.648780 -1.330181 2.747521 0.3 0.1 -0.2
C 0.565965 -1.612054 1.228183 -0.2 -0.2 0.1
C 0.580142 -3.102445 0.900219 0.1 0.0 -0.1
C 0.208925 -3.392661 -0.563433 0.3 0.0 0.0
C 1.440687 -3.644601 -1.443324 0.0 0.0 0.2
N 1.990656 -5.003409 -1.384343 -0.3 0.0 0.0
N -1.345212 0.096068 3.203489 -0.1 0.3 0.0
Br -2.344199 -1.474651 3.100624 0.0 -0.1 0.0
H 0.599228 2.638657 -2.149748 0.0 -0.1 -0.1
H 0.572617 1.267601 -1.046860 0.0 -0.1 0.0
H 1.305391 2.785208 -0.563529 0.1 0.0 0.0
H -0.707031 3.309142 0.421695 -0.1 0.1 0.0
H -1.325930 3.581486 -1.193447 0.0 0.1 0.0
H -1.708595 0.986460 -1.227464 0.0 0.0 0.0
H -1.559177 1.089911 0.509209 0.0 -0.1 0.0
H -3.540068 2.869197 -0.979263 0.0 0.0 -0.1
H -3.948228 1.199442 -0.587736 -0.1 0.0 -0.1
H -2.837408 2.992314 1.557144 0.0 0.1 0.0
H -4.538686 3.144029 1.140422 0.0 0.1 0.1
H -3.483000 0.384732 1.493154 -0.1 -0.1 0.0
H -5.054731 0.966210 1.961212 -0.1 0.1 0.1
H -3.873664 0.460199 4.015781 0.1 0.0 0.1
H -3.839603 2.192085 3.918837 -0.1 0.0 0.1
H -1.412076 4.603138 3.538234 0.0 0.0 0.1
H -2.936752 3.728206 3.642637 0.0 0.2 -0.1
H 2.442315 3.633270 2.259384 0.1 0.1 0.0
H 1.819979 1.051166 3.079952 0.1 0.0 0.0
H 1.693575 -1.230061 3.034786 0.0 -0.2 0.1
H 0.239970 -2.150166 3.331886 -0.1 0.0 0.0
H 1.414348 -1.127789 0.745085 -0.1 0.2 -0.1
H -0.346344 -1.171092 0.818089 0.0 0.1 0.0
H -0.092537 -3.625327 1.581009 0.0 0.0 0.1
H 1.589693 -3.476617 1.082206 0.0 -0.2 0.2
H -0.344367 -2.546252 -0.975504 -0.1 0.0 0.0
H -0.439993 -4.267343 -0.609871 -0.1 0.0 -0.1
H 1.199828 -3.411353 -2.478531 0.1 0.0 -0.1
H 2.225306 -2.953225 -1.122511 0.1 0.2 -0.1
H 1.679769 -5.464532 -0.536016 0.2 0.0 0.1
H 1.602720 -5.555433 -2.139345 0.1 0.0 -0.1
C -4.568881 -3.471259 7.885043 0.0 -0.1 0.0
O -4.345480 -2.292424 8.663733 0.0 0.0 0.0
C -3.786976 -1.283455 8.006908 -0.1 0.0 0.1
O -3.464022 -1.292774 6.841399 0.0 0.0 -0.1
O -3.644485 -0.262124 8.843854 0.1 -0.1 -0.1
C -3.056546 0.897322 8.244694 0.0 0.1 0.0
H -5.023689 -4.187312 8.561445 0.0 0.0 0.0
H -5.242565 -3.260706 7.056915 0.0 0.0 0.0
H -3.627344 -3.862889 7.505184 0.0 0.0 0.0
H -3.683467 1.259000 7.436503 0.0 0.0 0.0
H -2.063488 0.666949 7.864920 0.0 0.0 0.0
H -2.989204 1.650578 9.022809 0.0 -0.1 0.1
C 1.263824 -0.933455 -5.275436 -0.1 0.0 -0.1
O 2.545325 -1.297103 -4.745377 0.0 0.0 0.0
C 2.957980 -0.556039 -3.726487 0.0 -0.1 -0.1
O 2.348907 0.351619 -3.217503 0.0 0.1 0.1
O 4.164935 -0.985361 -3.359779 0.0 0.0 0.0
C 4.751289 -0.267499 -2.271321 0.1 0.0 0.0
H 1.078440 -1.627607 -6.088430 0.0 0.0 0.0
H 0.494022 -1.035425 -4.512790 0.0 0.0 0.0
H 1.285948 0.086207 -5.654299 0.0 0.0 0.0
H 4.131373 -0.350938 -1.380241 0.0 0.0 0.0
H 4.883146 0.781363 -2.529800 0.0 0.0 0.0
H 5.716938 -0.731775 -2.099021 0.0 0.0 0.0
C 2.659174 -7.669028 -7.282708 -0.1 -0.1 -0.1
O 2.331018 -6.756005 -6.229431 0.0 0.0 0.0
C 3.338332 -5.966560 -5.858754 0.0 0.0 0.0
O 4.445111 -5.969066 -6.327162 0.0 0.0 0.0
O 2.907754 -5.172746 -4.878537 -0.1 0.0 0.0
C 3.895384 -4.260624 -4.385483 0.1 0.1 0.1
H 1.753489 -8.236235 -7.472800 0.0 0.0 0.0
H 2.957533 -7.128493 -8.178371 0.0 0.0 0.0
H 3.460941 -8.336359 -6.974230 0.0 0.0 0.0
H 4.227953 -3.588478 -5.172157 0.0 0.0 -0.1
H 4.744594 -4.801337 -3.971598 0.0 0.0 -0.1
H 3.406218 -3.688302 -3.604902 0.0 0.0 0.0
C 2.292548 2.833535 -10.216515 0.0 0.0 -0.1
O 2.428599 2.120002 -8.981338 0.0 0.0 0.0
C 3.108671 2.774663 -8.044441 0.0 0.0 0.0
O 3.586072 3.872186 -8.149983 0.0 0.0 0.0
O 3.170210 2.001838 -6.957058 0.0 -0.1 0.0
C 3.882341 2.585722 -5.863826 0.0 -0.1 0.2
H 1.724114 2.180891 -10.871202 0.0 0.0 0.0
H 1.757469 3.767782 -10.060901 0.0 0.0 0.0
H 3.269622 3.038128 -10.648274 0.0 0.0 0.0
H 3.402046 3.506331 -5.538085 0.0 0.0 0.0
H 4.916836 2.786783 -6.134450 0.0 0.0 -0.1
H 3.843741 1.850907 -5.064428 0.0 0.0 0.0
C -6.866893 7.345582 0.066718 0.0 0.0 0.1
O -5.969028 6.452899 -0.605595 0.0 0.0 0.0
C -5.873896 6.672709 -1.918561 0.0 0.0 0.0
O -6.459104 7.520626 -2.534026 0.0 0.0 0.0
O -5.016867 5.787406 -2.429150 0.0 -0.1 0.0
C -4.821232 5.913434 -3.843259 0.1 -0.1 -0.1
H -6.844567 7.054340 1.112326 0.0 0.0 0.0
H -6.534413 8.375435 -0.041889 0.0 0.0 0.0
H -7.874928 7.243196 -0.328640 0.0 0.0 0.0
H -4.416126 6.892835 -4.087457 0.0 0.0 0.0
H -5.758185 5.760589 -4.374012 0.0 0.0 0.0
H -4.110035 5.138311 -4.112136 0.0 0.0 0.0
C 3.018057 -4.109575 6.690544 0.0 0.0 0.1
O 3.967932 -4.829820 5.902233 0.0 0.0 0.0
C 3.951751 -4.547562 4.605031 0.0 -0.1 0.0
O 3.216978 -3.756154 4.063717 -0.1 0.1 -0.1
O 4.877212 -5.282442 4.004108 0.0 0.0 0.0
C 4.978777 -5.091762 2.589029 0.1 0.0 -0.1
H 3.161972 -4.453127 7.709577 0.0 0.0 0.0
H 3.203190 -3.038794 6.629268 0.0 0.0 0.0
H 2.003587 -4.329726 6.363185 0.0 0.0 0.0
H 5.239677 -4.060396 2.360538 0.0 0.0 0.0
H 4.043561 -5.355050 2.098877 0.0 0.0 0.0
H 5.769951 -5.756947 2.259991 0.0 0.0 0.0
```
Positions in Å, forces in eV/Å.

Kohn-Sham gap   6.89 eV
Electronic energy   -159224.6027 eV
E_LUMO   -0.163 Eh
Total charge   +1